No. 1
2 unconnected molecules or ions with the total composition C5H11O in a non-equilibrium geometry, computed with the ωB97M-V functional and the def2-TZVPD basis.

```
17
Properties=species:S:1:pos:R:3:forces:R:3
C -0.3699 -0.6522 0.2970 -4.106 -2.553 -0.987
C -0.5517 0.7880 0.1721 -0.630 0.559 1.208
C 0.3599 -1.4618 1.2882 0.459 -0.040 -0.082
C 0.1367 1.7817 1.0568 0.193 -0.124 -0.241
C -0.0349 -0.1199 -2.1247 -0.138 -0.237 -1.707
O 0.3302 0.0488 -0.7530 1.149 0.015 -0.369
H -1.7625 -1.6295 -0.4262 3.247 2.336 1.595
H -1.4611 1.1390 -0.3023 0.063 -0.143 -0.211
H 0.6834 -2.4090 0.8605 -0.059 0.009 -0.017
H -0.2984 -1.6688 2.1287 -0.111 0.025 -0.011
H 1.2431 -0.9374 1.6578 -0.017 0.060 0.017
H 0.3799 2.6838 0.4985 -0.023 0.034 -0.015
H 1.0468 1.3763 1.4908 0.016 0.000 0.022
H -0.5429 2.0566 1.8617 -0.091 -0.029 0.015
H 0.4266 0.6911 -2.6917 -0.017 -0.066 0.254
H 0.3691 -1.0768 -2.4617 -0.024 0.148 0.210
H -1.1181 -0.1064 -2.2647 0.090 0.007 0.318
```
Forces are in eV/Å.

Computed properties:
E_LUMO in eV: -4.57
Total charge: +1

In elementary charge units, the natural (NBO) charges are: atom 1 (C): 0.25, atom 2 (C): 0.05, atom 3 (C): -0.71, atom 4 (C): -0.65, atom 5 (C): -0.26, atom 6 (O): -0.34, atom 7 (H): 0.19, atom 8 (H): 0.24, atom 9 (H): 0.26, atom 10 (H): 0.27, atom 11 (H): 0.25, atom 12 (H): 0.26, atom 13 (H): 0.24, atom 14 (H): 0.26, atom 15 (H): 0.24, atom 16 (H): 0.24, atom 17 (H): 0.22

---

No. 2
A single C7H12 molecule in a non-equilibrium geometry, computed with the ωB97M-V functional and the def2-TZVPD basis.

```
19
Properties=species:S:1:pos:R:3:forces:R:3
C 1.7817 -0.2582 -1.3123 1.095 2.444 1.871
C 0.6181 -0.9551 -0.6511 -2.214 -1.719 -3.572
C -0.2972 -0.1834 0.3135 -0.378 0.655 0.465
C -0.3666 1.2105 0.5186 0.581 -1.158 -0.045
C -0.5480 2.2117 -0.6489 3.411 -3.097 0.052
C -1.1192 -1.4222 2.3207 -1.557 -0.421 -1.142
C -1.2771 -1.1167 1.0249 1.803 -0.419 0.425
H 2.6863 0.0132 -0.6330 -1.731 -0.471 -0.467
H 2.2623 -0.8778 -2.0384 -0.198 -0.141 -0.979
H 1.3961 0.7355 -1.6437 0.786 -0.861 -0.523
H -0.0654 -1.3466 -1.6192 1.341 0.977 2.138
H 0.9965 -1.9809 -0.3642 -0.880 1.180 0.925
H -0.1985 1.6035 1.5653 -1.777 -0.493 -0.904
H 0.3291 2.8585 -0.7420 -0.463 0.510 -0.110
H -0.5347 1.4938 -1.5043 -0.350 1.093 0.091
H -1.4802 2.6825 -0.5625 -1.142 0.831 0.135
H -1.7420 -2.2104 2.7690 0.330 0.632 0.125
H -0.4587 -0.8048 2.8978 0.378 -0.239 0.420
H -1.9825 -1.6533 0.3097 0.965 0.698 1.094
```
Forces are in eV/Å.

Computed properties:
SMILES string: C=C/C(=C/C)CC
E_LUMO in eV: 0.70
Total charge: 0

In elementary charge units, the natural (NBO) charges are: atom 1 (C): -0.61, atom 2 (C): -0.45, atom 3 (C): -0.02, atom 4 (C): -0.19, atom 5 (C): -0.65, atom 6 (C): -0.41, atom 7 (C): -0.20, atom 8 (H): 0.20, atom 9 (H): 0.22, atom 10 (H): 0.21, atom 11 (H): 0.19, atom 12 (H): 0.24, atom 13 (H): 0.21, atom 14 (H): 0.21, atom 15 (H): 0.21, atom 16 (H): 0.23, atom 17 (H): 0.20, atom 18 (H): 0.20, atom 19 (H): 0.22

---

Calculated energy relative to the best compared isomer or geometry (same formula, charge and spin) in order - 73.1 90.3 kcal per mole
Calculated E_HOMO in order - -15.3 -7.6 eV